[1]
Density functional theory data (the ωB97M-V functional and the def2-TZVPD basis) for a 3-piece molecular cluster, C3H14N2O2 overall at a distorted geometry.

Output
Charge: 0
Molar mass (g mol⁻¹): 110.2
E_HOMO (hartree): -0.3331
Orbital gap (eV): 9.6418
Structure (SMILES): C[C@@H](N)CN.O.O

Bonds (Å) are listed after each position.
Cartesian coordinates (Å):
1 N 2.08 0.45 0.51  C2 1.466, H6 1.007, H7 1.008
2 C 0.74 0.11 0.01  N1 1.466, C3 1.506, C4 1.528, H8 1.097
3 C 0.18 1.27 -0.76  C2 1.506, H9 1.095, H10 1.099, H11 1.091
4 C -0.21 -0.23 1.16  C2 1.528, N5 1.464, H12 1.091, H13 1.096
5 N 0.26 -1.42 1.86  C4 1.464, H14 1.018, H15 1.017
6 H 2.37 1.38 0.25  N1 1.007
7 H 2.79 -0.21 0.25  N1 1.008
8 H 0.82 -0.78 -0.63  C2 1.097
9 H -0.82 1.13 -1.20  C3 1.095
10 H 0.79 1.63 -1.60  C3 1.099
11 H 0.11 2.14 -0.10  C3 1.091
12 H -0.21 0.61 1.86  C4 1.091
13 H -1.20 -0.37 0.71  C4 1.096
14 H -0.07 -2.23 1.35  N5 1.018
15 H -0.25 -1.51 2.74  N5 1.017
16 H -2.85 3.78 -3.56  O18 0.964
17 H -3.49 4.58 -2.46  O18 0.965
18 O -3.24 4.65 -3.39  H16 0.964, H17 0.965
19 H 0.74 -4.58 0.34  O21 0.968
20 H 1.06 -5.20 1.67  O21 0.965
21 O 0.38 -5.20 0.98  H19 0.968, H20 0.965

Mulliken population analysis, charges in e, atoms 1 to 6: -0.619, 0.558, -1.597, -0.694, -0.592, 0.210


[2]
Density functional theory data (the ωB97M-V functional and the def2-TZVPD basis) for a 11-piece molecular cluster, C3H28O11 overall at a distorted geometry.

Output
Charge: 0
Molar mass (g mol⁻¹): 240.2
E_HOMO (hartree): -0.3470
Orbital gap (eV): 7.8464

Bonds (Å) are listed after each position.
Cartesian coordinates (Å):
1 O -0.35 6.28 -6.85  H2 0.960, H3 0.960, H4 0.960
2 H -0.91 5.59 -6.48  O1 0.960
3 H -0.49 7.13 -6.43  O1 0.960
4 H -0.55 6.31 -7.79  O1 0.960
5 C -3.93 9.25 -4.94  C6 1.575, H9 1.090, H10 1.090, H11 1.090
6 C -3.12 8.15 -5.72  C5 1.575, C7 1.497, O8 1.440, H12 1.090
7 C -3.91 7.74 -6.93  C6 1.497, H13 1.090, H14 1.090, H15 1.090
8 O -1.80 8.62 -6.03  C6 1.440
9 H -3.26 9.61 -4.15  C5 1.090
10 H -4.85 8.92 -4.46  C5 1.090
11 H -4.07 10.13 -5.57  C5 1.090
12 H -3.01 7.36 -4.98  C6 1.090
13 H -4.95 7.49 -6.72  C7 1.090
14 H -3.41 6.91 -7.43  C7 1.090
15 H -3.97 8.66 -7.51  C7 1.090
16 O -2.49 12.23 -2.89  H17 0.957, H18 0.957
17 H -1.70 12.32 -2.35  O16 0.957
18 H -2.18 11.87 -3.72  O16 0.957
19 O -0.46 7.28 -3.82  H20 0.957, H21 0.957
20 H -0.90 7.19 -2.97  O19 0.957
21 H -1.10 7.75 -4.36  O19 0.957
22 O -4.46 5.36 -4.35  H23 0.957, H24 0.957
23 H -3.99 6.13 -4.66  O22 0.957
24 H -5.15 5.23 -5.00  O22 0.957
25 O -4.54 10.83 -1.48  H26 0.957, H27 0.957
26 H -4.75 10.00 -1.93  O25 0.957
27 H -3.83 11.20 -1.99  O25 0.957
28 O -1.69 10.15 -8.38  H29 0.957, H30 0.957
29 H -1.02 9.54 -8.68  O28 0.957
30 H -1.92 9.83 -7.51  O28 0.957
31 O -1.37 11.28 -5.11  H32 0.957, H33 0.957
32 H -0.45 11.52 -5.25  O31 0.957
33 H -1.44 10.39 -5.44  O31 0.957
34 O -8.10 7.99 -5.49  H35 0.957, H36 0.957
35 H -7.36 7.74 -6.04  O34 0.957
36 H -7.75 8.67 -4.91  O34 0.957
37 O -7.53 10.06 -3.91  H38 0.957, H39 0.957
38 H -7.73 10.16 -2.98  O37 0.957
39 H -7.65 10.94 -4.27  O37 0.957
40 O -4.18 5.90 -10.03  H41 0.957, H42 0.957
41 H -3.78 6.61 -9.51  O40 0.957
42 H -3.51 5.68 -10.68  O40 0.957

Mulliken population analysis, charges in e, atoms 1 to 6: -0.289, 0.462, 0.259, 0.442, -1.637, 1.400